1.
{"formula": "C4H8N2O", "method": "ωB97M-V with the def2-TZVPD basis set", "spin_multiplicity": 1, "gap_ha": 0.337, "homo_energy_ev": -8.5937, "molar_mass_g_mol": 100.12, "smiles": "[H]/N=C(/N=C/C)OC", "elements": ["H", "N", "C", "N", "C", "C", "O", "C", "H", "H", "H", "H", "H", "H", "H"], "xyz": [[2.295, 1.951, -0.446], [1.786, 1.583, -1.240], [0.784, 0.894, -0.975], [-0.269, 0.392, -1.565], [-0.830, -0.455, -0.690], [-2.249, -0.307, -0.266], [0.430, 0.379, 0.567], [1.386, -0.387, 1.287], [-0.418, -1.467, -0.601], [-2.439, -0.877, 0.644], [-2.500, 0.743, -0.126], [-2.884, -0.725, -1.055], [1.737, -1.254, 0.717], [2.242, 0.250, 1.529], [0.928, -0.721, 2.220]]}

2.
{"formula": "C6H12N2", "method": "ωB97M-V with the def2-TZVPD basis set", "spin_multiplicity": 1, "gap_ha": [0.286, 0.286], "homo_energy_ev": [-7.0615, -7.0628], "molar_mass_g_mol": 112.18, "elements": ["C", "C", "C", "C", "C", "C", "N", "N", "H", "H", "H", "H", "H", "H", "H", "H", "H", "H", "H", "H"], "xyz": [[0.512, 0.385, -0.708], [0.106, 1.590, 0.195], [0.303, 1.158, 1.743], [0.904, -0.323, 1.794], [0.138, 0.466, -2.145], [-1.160, -2.056, -0.602], [0.094, -1.296, 1.255], [-0.320, -1.100, 0.052], [0.978, 2.271, 0.031], [-0.808, 1.942, -0.069], [0.896, 1.811, 2.320], [-0.702, 1.153, 2.192], [1.760, -0.100, 0.950], [1.173, -0.736, 2.732], [0.994, 0.990, -2.607], [-0.728, 1.073, -2.510], [-0.009, -0.592, -2.369], [-2.015, -1.450, -0.759], [-1.320, -2.909, 0.035], [-0.795, -2.276, -1.531]]}

3.
{"formula": "C4H13N3", "method": "ωB97M-V with the def2-TZVPD basis set", "spin_multiplicity": 1, "total_charge": 2, "gap_ha": 0.393, "homo_energy_ev": -18.4089, "molar_mass_g_mol": 103.17, "elements": ["C", "C", "C", "C", "N", "N", "N", "H", "H", "H", "H", "H", "H", "H", "H", "H", "H", "H", "H", "H"], "xyz": [[1.104, -1.401, -0.201], [0.060, -0.298, 1.496], [2.383, 1.033, -0.807], [0.926, 1.057, -0.264], [1.392, -2.453, -0.577], [0.535, -0.332, 0.196], [-3.514, -0.041, -0.259], [-0.722, 0.350, 1.575], [-0.276, -1.259, 1.972], [0.822, 0.265, 2.111], [2.486, 0.444, -1.620], [2.720, 2.044, -0.893], [2.850, 0.457, -0.074], [0.213, 1.307, -1.080], [0.796, 1.818, 0.502], [2.184, -3.026, -0.852], [-4.272, -0.619, 0.144], [-3.908, 0.562, -1.118], [-2.671, -0.637, -0.602], [-3.107, 0.730, 0.353]]}

4.
{"formula": "C2H11O3S", "method": "ωB97M-V with the def2-TZVPD basis set", "spin_multiplicity": 1, "total_charge": -1, "gap_ha": 0.266, "homo_energy_ev": -3.5344, "molar_mass_g_mol": 115.17, "elements": ["C", "C", "S", "H", "H", "H", "H", "H", "H", "H", "O", "H", "H", "O", "H", "H", "O"], "xyz": [[-1.276, 1.304, -0.613], [0.215, 0.976, -0.296], [0.194, -0.746, 0.313], [-1.680, 1.379, 0.405], [-1.789, 0.454, -1.034], [-1.621, 2.232, -1.282], [0.493, 1.587, 0.617], [0.915, 1.083, -1.148], [3.468, -0.630, 0.025], [2.235, -1.211, -0.703], [3.243, -1.023, -0.848], [-0.188, 0.767, 3.907], [-0.118, 0.058, 2.481], [0.441, 0.403, 3.226], [-1.378, -1.913, -0.922], [-1.250, -2.546, -2.363], [-1.905, -2.172, -1.765]]}

5.
{"formula": "C3H5NO2", "method": "ωB97M-V with the def2-TZVPD basis set", "spin_multiplicity": 1, "gap_ha": 0.406, "homo_energy_ev": -10.0585, "molar_mass_g_mol": 87.08, "elements": ["O", "C", "C", "N", "C", "O", "H", "H", "H", "H", "H"], "xyz": [[-0.686, 1.271, -0.493], [-0.224, 0.089, -1.051], [-0.381, -0.987, 0.051], [0.293, -0.214, 1.125], [0.668, 0.915, 0.363], [1.197, 0.438, -0.827], [-0.494, -0.156, -2.083], [-1.417, -1.216, 0.307], [0.167, -1.901, -0.189], [-0.307, 0.039, 1.902], [1.184, 1.722, 0.895]]}

6.
{"formula": "C25H19BrF2N4O3STl", "method": "ωB97M-V with the def2-TZVPD basis set", "spin_multiplicity": 2, "total_charge": -2, "s2": 0.765, "gap_ha": [0.194, 0.200], "homo_energy_ev": [-1.2087, -1.3671], "molar_mass_g_mol": 777.80, "elements": ["Tl", "O", "C", "C", "C", "C", "C", "C", "C", "N", "N", "C", "O", "C", "C", "C", "C", "C", "C", "H", "H", "H", "H", "H", "H", "H", "H", "H", "H", "O", "N", "C", "C", "C", "C", "C", "S", "H", "H", "H", "H", "F", "C", "F", "H", "Br", "C", "C", "C", "C", "N", "C", "H", "H", "H", "H"], "xyz": [[0.597, -1.318, -0.803], [-0.639, -1.317, -3.079], [-1.651, -0.737, -3.581], [-1.779, -0.617, -5.007], [-2.858, -0.025, -5.617], [-3.915, 0.494, -4.856], [-3.831, 0.393, -3.480], [-2.740, -0.186, -2.813], [-2.806, -0.149, -1.360], [-1.903, -0.423, -0.495], [-2.321, -0.190, 0.803], [-1.376, -0.309, 1.712], [-0.155, -0.602, 1.559], [-1.834, 0.009, 3.115], [-3.183, 0.122, 3.455], [-3.557, 0.421, 4.758], [-2.590, 0.621, 5.739], [-1.247, 0.506, 5.406], [-0.874, 0.197, 4.103], [-0.966, -1.022, -5.600], [-2.898, 0.043, -6.701], [-4.767, 0.968, -5.328], [-4.638, 0.792, -2.871], [-3.760, 0.207, -0.954], [-3.918, -0.025, 2.677], [-4.609, 0.500, 5.012], [-2.882, 0.863, 6.755], [-0.486, 0.659, 6.162], [0.168, 0.103, 3.819], [1.830, 1.088, -1.043], [1.274, 1.789, -0.073], [0.002, 2.212, -0.264], [-0.701, 2.899, 0.688], [-0.087, 3.149, 1.915], [1.211, 2.742, 2.102], [1.956, 2.082, 1.098], [3.600, 1.689, 1.291], [-0.422, 1.922, -1.214], [-1.722, 3.193, 0.487], [-0.633, 3.641, 2.711], [1.718, 2.902, 3.043], [-0.399, -4.683, -0.755], [0.607, -4.024, -1.382], [1.728, -4.779, -1.262], [0.359, -3.880, -2.436], [6.617, -1.043, 2.055], [5.672, -1.113, 0.415], [6.232, -0.581, -0.725], [5.496, -0.654, -1.898], [4.259, -1.274, -1.869], [3.733, -1.795, -0.765], [4.412, -1.692, 0.369], [7.207, -0.113, -0.697], [5.877, -0.227, -2.817], [3.654, -1.353, -2.767], [3.940, -2.078, 1.264]]}

7.
{"formula": "C4H4O2", "method": "ωB97M-V with the def2-TZVPD basis set", "spin_multiplicity": 1, "gap_ha": 0.309, "homo_energy_ev": -9.1977, "molar_mass_g_mol": 84.07, "smiles": "C=C=C=O.C=O", "elements": ["C", "C", "C", "O", "H", "H", "C", "O", "H", "H"], "xyz": [[1.268, -0.062, 1.240], [1.371, -0.359, -0.042], [0.909, -0.581, -1.228], [0.631, -0.806, -2.349], [0.299, 0.157, 1.696], [2.142, -0.020, 1.890], [-1.652, 0.416, -0.308], [-1.798, 0.341, 0.888], [-1.285, 1.339, -0.799], [-1.884, -0.426, -0.987]]}